Below is a 9-piece molecular cluster, C43H92N5O9 overall in a non-equilibrium geometry, with properties calculated with ωB97M-V/def2-TZVPD.

Cartesian coordinates (Å):
H (14.791, 11.308, 21.104)
H (19.928, 17.393, 16.369)
H (19.855, 12.204, 16.632)
H (11.180, 9.309, 18.579)
H (13.015, 13.786, 18.481)
H (22.296, 13.530, 15.604)
C (19.368, 16.049, 18.102)
H (18.143, 8.389, 18.035)
C (19.552, 14.608, 17.491)
H (20.001, 9.355, 22.938)
H (14.799, 16.736, 22.751)
H (12.558, 11.867, 15.584)
C (15.543, 12.280, 13.216)
C (12.368, 9.622, 15.528)
H (9.930, 9.753, 17.442)
H (14.974, 10.760, 15.462)
H (15.303, 15.876, 15.382)
H (20.969, 17.634, 17.887)
H (20.637, 6.939, 18.968)
H (18.368, 6.364, 17.064)
C (15.104, 15.878, 20.790)
H (19.377, 15.765, 14.973)
C (20.444, 16.907, 17.239)
C (14.463, 15.218, 15.379)
C (16.893, 11.694, 13.688)
C (14.913, 12.084, 20.405)
C (17.887, 9.340, 22.084)
H (23.243, 11.170, 21.083)
H (10.893, 11.136, 15.424)
H (22.009, 15.385, 17.595)
H (20.632, 7.497, 21.073)
C (18.814, 9.201, 13.781)
H (12.098, 9.430, 14.513)
C (17.059, 12.153, 19.013)
H (18.772, 10.905, 15.376)
O (21.524, 13.119, 19.152)
N (16.837, 10.410, 14.461)
H (11.820, 13.379, 16.425)
H (15.384, 12.909, 20.945)
C (15.879, 13.468, 12.317)
C (15.436, 16.842, 21.857)
H (16.477, 11.494, 16.224)
N (15.762, 11.653, 19.199)
O (20.856, 11.178, 20.044)
H (20.003, 5.700, 16.797)
C (15.331, 7.744, 17.589)
H (17.585, 7.858, 12.537)
C (16.018, 10.685, 15.730)
H (15.192, 5.625, 17.572)
H (16.358, 13.120, 11.366)
H (13.443, 9.505, 15.679)
H (12.691, 11.235, 19.146)
O (17.658, 11.755, 18.055)
H (12.270, 7.982, 16.933)
C (12.927, 10.993, 18.107)
H (14.970, 13.930, 12.038)
H (22.741, 11.053, 16.036)
H (19.663, 8.675, 14.029)
H (15.023, 12.541, 14.114)
H (23.682, 12.688, 20.213)
H (14.885, 11.564, 12.692)
H (18.380, 16.461, 17.879)
C (16.397, 9.245, 13.631)
H (22.669, 12.828, 21.661)
C (21.699, 12.172, 19.930)
H (15.515, 8.725, 14.046)
N (18.743, 8.181, 20.107)
N (20.610, 14.632, 16.356)
O (14.931, 8.767, 18.098)
H (16.509, 14.190, 12.807)
C (11.009, 9.626, 17.581)
C (19.952, 14.821, 15.037)
N (11.626, 10.955, 17.336)
H (17.054, 8.671, 22.392)
H (13.434, 9.997, 17.946)
H (9.755, 11.802, 17.270)
O (14.083, 12.961, 16.188)
C (20.029, 7.340, 18.193)
H (18.643, 14.230, 17.015)
H (15.288, 17.860, 21.479)
C (14.544, 6.437, 17.692)
C (12.050, 14.256, 18.404)
C (11.243, 13.511, 17.363)
O (15.841, 14.055, 16.922)
C (19.289, 8.681, 22.388)
H (11.560, 14.500, 19.320)
C (11.581, 8.660, 16.466)
H (17.646, 11.591, 12.847)
H (17.132, 13.902, 20.383)
H (17.498, 6.743, 21.252)
C (19.051, 8.374, 18.676)
H (18.327, 10.269, 20.205)
C (21.646, 10.918, 16.329)
H (20.553, 9.209, 20.676)
O (14.094, 15.190, 20.805)
C (19.945, 8.340, 21.030)
C (11.866, 11.000, 15.873)
O (16.031, 15.967, 19.785)
H (15.804, 15.463, 18.959)
H (10.330, 14.113, 17.085)
H (21.885, 13.263, 17.371)
H (19.174, 14.064, 14.865)
H (10.803, 8.218, 15.883)
H (16.180, 9.804, 16.426)
H (18.773, 13.224, 19.864)
H (16.149, 9.624, 12.669)
H (19.549, 15.985, 19.225)
H (13.921, 6.353, 18.622)
C (21.394, 15.787, 16.766)
C (22.926, 12.166, 20.770)
H (17.966, 9.344, 15.783)
O (16.462, 7.592, 17.009)
H (16.487, 16.840, 22.139)
H (17.855, 12.344, 21.035)
C (17.729, 12.977, 20.143)
C (10.742, 12.109, 17.736)
C (14.837, 13.982, 16.232)
H (17.374, 12.421, 14.391)
H (20.695, 7.674, 17.424)
H (20.684, 14.704, 14.292)
H (15.449, 10.912, 18.512)
H (10.639, 12.011, 18.855)
C (17.837, 9.354, 20.586)
H (20.411, 12.144, 14.953)
H (19.885, 13.987, 18.312)
H (12.255, 15.281, 18.034)
H (21.734, 10.541, 17.416)
C (18.081, 6.840, 20.301)
H (17.564, 7.415, 14.253)
C (18.225, 10.019, 14.935)
H (16.819, 9.282, 20.204)
H (22.053, 16.019, 15.937)
H (14.458, 14.871, 14.321)
H (19.041, 5.400, 18.294)
H (17.430, 6.643, 19.428)
H (13.795, 6.440, 16.949)
C (17.592, 8.248, 13.533)
H (13.566, 11.809, 17.696)
H (18.868, 6.088, 20.384)
H (19.506, 9.352, 18.678)
C (19.339, 6.154, 17.549)
C (21.482, 13.433, 16.353)
H (19.157, 7.761, 22.956)
H (21.271, 10.074, 15.679)
H (17.759, 10.368, 22.424)
H (13.958, 12.622, 20.180)
H (13.551, 15.720, 15.563)
H (18.952, 9.890, 12.919)
C (20.758, 12.182, 15.989)

The net charge is +1. For the HOMO energy, the calculation gives -9.9096 eV.

Below is a 12-piece molecular cluster, C43H94F8O14PS12 overall in a non-equilibrium geometry, with properties calculated with ωB97M-V/def2-TZVPD.

Cartesian coordinates (Å):
H (-8.372, -5.545, 0.570)
H (-11.078, -9.654, -0.744)
H (4.523, 9.147, 6.021)
H (2.594, 7.034, 8.652)
H (1.461, -7.950, -0.508)
H (2.106, 7.412, 6.979)
H (-0.609, 2.700, 7.118)
H (-0.717, 0.957, -0.019)
H (-3.396, 3.513, -3.693)
H (3.684, 7.884, 5.068)
H (-0.347, 0.662, 4.935)
H (3.531, 0.815, 3.778)
O (9.921, 8.346, 2.885)
H (-5.132, 4.368, 7.540)
H (5.800, -11.389, -4.346)
O (4.335, 5.624, 6.713)
H (-4.066, 1.969, -4.278)
H (-0.279, 4.898, -3.731)
C (-0.632, 4.661, -7.473)
C (-4.635, 3.308, 5.338)
C (2.504, 1.372, 4.022)
C (5.665, -11.143, -5.402)
C (-6.018, -6.422, -3.428)
H (1.519, 4.973, -3.069)
C (0.819, 2.188, -1.463)
O (-7.679, -9.174, -1.810)
H (7.480, 7.141, 2.302)
H (-3.828, -0.315, -1.198)
H (-9.955, -8.437, -3.395)
O (4.209, -1.336, -1.266)
H (-2.600, 3.904, 8.557)
S (5.527, 5.754, 2.011)
H (-6.743, -6.595, -4.227)
F (-2.027, -4.332, 0.220)
C (-5.011, -4.514, -5.031)
H (4.582, -3.975, -0.203)
S (-2.022, 0.287, 2.112)
H (4.416, -9.871, -7.592)
H (3.384, -3.212, 0.874)
H (2.897, 8.661, 7.991)
H (-1.076, 3.621, -1.660)
S (4.481, 7.041, 7.183)
H (0.851, 0.146, 0.609)
H (2.873, -4.510, -0.235)
H (10.109, 11.868, 2.193)
H (3.460, -2.850, -3.701)
H (0.993, -9.043, -4.209)
H (6.327, -11.768, -6.005)
H (0.507, 4.392, -0.972)
C (3.541, -3.655, -0.112)
H (0.951, -9.248, -1.616)
O (-1.790, 1.232, -2.694)
C (-0.595, 1.677, 4.356)
H (-4.220, 5.079, -6.780)
F (-1.040, -2.610, 3.499)
H (-6.368, -5.624, -2.770)
H (-9.716, -10.720, -0.315)
C (-3.273, 4.573, -6.981)
F (-3.241, -3.050, 2.677)
H (0.288, 1.255, -1.926)
H (-0.259, 4.402, 4.011)
H (-10.833, -7.485, -2.158)
H (-9.284, -6.892, -2.810)
H (-3.665, 2.246, 3.404)
H (-4.952, -3.758, 1.040)
H (5.897, -10.088, -5.560)
H (-5.227, -2.226, 0.172)
H (7.692, 10.133, 3.152)
H (5.999, 7.357, 0.271)
P (-0.174, 1.362, 2.532)
O (3.089, -10.482, -5.122)
H (4.624, -3.776, -2.718)
O (-2.993, 1.104, 1.181)
H (-5.718, 3.456, 4.902)
H (0.289, 5.229, -7.620)
F (-3.235, -1.568, 0.614)
O (-7.966, -2.911, -0.727)
H (-0.881, 3.367, 0.935)
H (-5.798, -4.804, -5.732)
H (3.107, -10.994, -8.041)
H (5.464, 7.892, 5.174)
C (8.442, 10.317, 3.925)
C (10.123, 10.819, 1.888)
C (-4.214, 0.380, -1.948)
H (-5.190, 0.751, -1.628)
C (4.087, -10.913, -7.566)
S (10.067, 9.762, 3.356)
S (-4.416, -5.968, -4.133)
S (3.945, -11.474, -5.852)
C (6.054, 2.853, 4.341)
H (-2.020, 3.169, 2.324)
C (-10.102, -10.025, -1.065)
H (1.537, -7.588, -5.082)
H (-0.530, 4.029, -6.588)
F (-0.937, -1.602, 0.213)
C (-9.849, -7.783, -2.526)
O (4.671, 6.746, 2.741)
H (-10.192, -10.541, -2.023)
S (3.165, -2.408, -1.368)
C (-0.849, 3.086, 2.097)
O (-1.777, 6.531, -5.942)
C (0.220, 1.162, 0.680)
O (-4.058, -7.011, -5.150)
F (-1.594, -5.206, 2.396)
H (1.901, 2.234, -1.965)
H (-4.945, 2.921, -3.041)
H (4.690, 6.234, -0.178)
S (1.242, -7.146, -2.749)
F (0.204, -4.071, 1.318)
H (-5.226, -3.764, -0.730)
H (9.270, 10.605, 1.240)
C (1.686, 1.895, 2.700)
C (-5.491, -3.285, 0.216)
S (-8.947, -8.641, -1.212)
O (1.041, 2.144, -0.016)
C (-2.823, 3.562, 7.444)
C (-3.418, 2.614, 4.513)
H (2.916, -4.305, -2.827)
H (2.660, -8.713, -1.585)
C (-1.884, -1.389, 1.293)
O (2.286, -6.074, -2.647)
C (-1.282, -4.055, 1.469)
S (-7.272, -3.421, 0.501)
S (-1.997, 5.827, -7.247)
C (-1.880, 2.337, 4.965)
H (-5.894, -7.340, -2.848)
C (4.538, 8.098, 5.716)
H (1.930, 0.654, 4.737)
H (-3.376, 3.959, -7.879)
C (5.670, 6.316, 0.297)
C (1.619, -8.393, -1.494)
H (7.194, 2.703, 4.083)
C (4.668, 2.887, 4.633)
C (1.663, -8.180, -4.173)
C (2.856, 7.596, 7.752)
H (2.428, 3.659, 4.403)
H (2.701, -8.514, -4.100)
H (7.910, 5.460, 1.858)
H (8.179, 9.755, 4.824)
C (-3.960, 2.622, -3.409)
C (-1.830, -2.694, 2.276)
H (2.245, 1.171, 1.914)
C (-1.659, 2.845, 6.565)
C (7.248, 6.085, 2.461)
H (-4.174, -4.082, -5.585)
H (7.383, 5.839, 3.517)
H (-6.734, -5.638, 1.266)
C (0.109, 3.633, -1.803)
C (3.586, -3.442, -2.792)
H (6.384, 5.683, -0.236)
H (2.752, 2.567, 5.994)
C (-0.253, 4.396, 2.846)
H (-0.986, 5.292, 2.540)
H (0.256, 2.431, 4.739)
H (0.971, 3.382, -3.919)
H (4.801, -11.545, -8.099)
H (-6.955, -5.588, -0.511)
H (-3.009, 3.946, -6.126)
H (1.945, 2.944, 2.303)
H (-4.304, -0.136, -2.907)
F (0.493, -0.253, 2.840)
H (11.050, 10.613, 1.347)
C (-4.328, 3.831, 6.860)
H (-5.393, -3.777, -4.321)
H (8.483, 11.382, 4.164)
H (0.805, 4.776, 2.441)
H (-0.821, 4.044, -8.355)
C (-7.333, -5.229, 0.449)
O (-2.759, -0.204, 3.426)
C (3.016, 2.735, 4.850)
S (-3.058, 1.764, -2.096)
C (0.583, 4.265, -3.249)

The net charge is -1. For the HOMO energy, the calculation gives -5.3542 eV.

Below is a 12-piece molecular cluster, C43H94N7O20P5 overall in a non-equilibrium geometry, with properties calculated with ωB97M-V/def2-TZVPD.

Cartesian coordinates (Å):
H (0.939, 0.781, -3.861)
H (-4.873, 1.809, 1.474)
H (-4.648, -2.093, -5.146)
C (3.455, -4.221, -0.706)
H (-1.125, 6.160, 5.225)
H (-1.835, -4.335, 1.346)
H (5.035, -0.724, -2.126)
O (0.787, 0.977, -1.807)
C (-2.354, 2.404, -4.026)
H (1.913, 5.659, -2.340)
H (5.702, -3.710, 6.344)
H (1.194, -4.891, 3.274)
H (-2.726, -0.087, 7.743)
C (5.867, 1.311, -2.217)
H (0.131, -3.488, 3.995)
H (1.542, 4.087, -1.676)
H (-2.790, -2.513, -7.579)
H (-4.954, -3.041, -6.549)
O (-2.897, -3.231, -2.934)
C (2.613, -3.345, -1.691)
O (3.354, 2.120, -4.428)
H (2.109, -0.824, 1.834)
H (2.421, 1.459, 0.651)
C (-3.671, 1.784, -4.133)
H (4.391, -2.119, 2.914)
O (-0.458, -3.872, -2.405)
C (2.791, -0.402, 8.179)
N (-0.164, 2.361, 3.762)
H (-2.070, 0.146, 6.096)
H (0.994, 0.600, 8.846)
O (4.058, -4.799, 5.772)
H (-4.338, 0.597, -0.791)
H (-2.877, -6.716, -3.819)
H (5.834, 1.232, -3.316)
C (-2.731, -0.542, 6.645)
N (3.704, -1.074, 8.161)
C (4.825, 0.273, -1.701)
H (5.823, -5.610, 6.062)
C (1.523, -0.258, 5.537)
P (0.221, 0.364, -0.442)
O (1.784, -4.087, 5.078)
H (2.480, 4.516, -7.814)
H (-4.882, -1.076, -8.049)
O (1.417, -0.681, -0.098)
H (0.385, -1.028, 1.654)
O (4.185, 4.535, -4.763)
O (1.907, 3.968, -3.672)
C (1.805, 4.618, -6.971)
H (3.607, 0.411, -5.628)
O (3.504, -4.569, 3.272)
C (-0.192, 3.380, 3.244)
C (-1.661, 5.225, 3.313)
N (-1.497, -0.203, -6.089)
C (3.918, -1.580, 3.781)
H (1.788, 3.066, 0.151)
H (-3.054, 4.110, -5.108)
H (2.967, -1.125, 3.507)
O (0.363, 1.520, 0.643)
H (-3.553, -1.698, -1.664)
O (-4.101, -0.312, 6.174)
C (-1.907, 2.900, -6.508)
H (-1.447, 4.432, 5.330)
O (2.144, 3.510, -6.067)
H (-2.539, 2.558, 1.750)
H (-7.798, 0.881, 5.847)
H (3.239, 4.485, -2.025)
H (-0.501, -4.191, 0.112)
O (-5.918, 1.243, 5.265)
O (-3.486, 2.049, 5.159)
H (5.932, -4.561, 4.725)
C (-2.898, 2.378, 0.778)
H (4.416, 1.838, -6.349)
H (2.329, -6.073, -0.669)
H (-2.731, 2.253, -6.817)
H (6.010, 2.607, -0.500)
H (-1.803, 6.251, 2.963)
C (2.568, -5.246, 0.002)
H (-5.835, 1.317, -0.608)
P (3.047, 3.631, -4.758)
H (-2.994, -1.519, 4.185)
C (2.215, 4.599, -2.361)
H (0.722, 4.485, -7.154)
H (2.196, -2.469, -1.159)
H (1.789, -3.946, -2.127)
H (-1.327, 4.177, -4.879)
H (-2.443, -1.558, 6.590)
H (-6.528, -0.273, 6.414)
C (-2.134, 3.227, -0.137)
C (1.663, 2.203, 0.867)
C (-3.175, -0.750, 3.378)
H (-7.089, -0.386, 4.693)
P (-1.895, -4.098, -2.098)
H (-4.742, 0.078, -6.616)
N (4.850, 0.186, 0.917)
H (-6.109, -0.965, -6.754)
H (2.442, 0.284, 5.436)
H (-0.026, 0.774, 6.634)
H (1.461, -2.366, 1.076)
O (-2.379, -3.812, -0.628)
C (0.739, 0.148, -2.949)
H (-0.217, -0.335, -3.134)
N (-1.531, 3.925, -0.807)
H (0.125, -0.857, 7.139)
H (1.399, -0.675, -2.912)
H (-2.133, -0.290, 3.142)
N (-4.760, 1.421, -4.117)
H (6.973, 1.012, -2.059)
H (3.834, 0.536, -2.125)
C (-2.157, 3.530, -5.148)
H (-2.759, 5.632, 5.059)
H (-1.219, -2.762, 0.782)
H (-1.595, 1.585, -4.170)
H (-2.485, 4.587, 2.925)
H (-4.501, 2.183, -1.468)
H (3.104, -5.615, 0.853)
H (0.068, -5.080, 4.753)
H (-4.854, 3.324, 0.581)
C (-0.289, 4.743, 2.800)
C (4.123, 1.379, -5.407)
C (-2.008, -6.091, -3.658)
H (5.054, 1.138, -4.866)
H (1.974, 5.617, -6.510)
N (4.204, -2.503, -3.602)
H (1.810, -1.335, 5.522)
H (2.096, 1.453, 7.840)
C (3.478, -2.824, -2.763)
H (-1.017, 2.281, -6.532)
C (-1.779, 5.333, 4.823)
H (-1.966, -1.395, -2.627)
H (3.932, -3.513, 0.111)
H (0.859, -0.031, 4.723)
H (6.277, 3.458, -2.058)
H (-2.010, -5.326, -4.388)
H (-1.108, -6.685, -3.602)
H (1.645, 2.577, 1.855)
H (4.669, 2.966, -1.671)
H (-2.473, -3.212, -6.040)
O (-4.241, 0.129, 3.706)
C (1.355, -1.285, 1.228)
O (-1.150, -0.180, -0.555)
H (-3.583, -1.351, 2.533)
H (-2.156, 2.766, -2.966)
P (-4.377, 0.875, 5.147)
C (1.628, 0.459, 7.983)
H (-1.734, 3.656, -7.319)
H (0.640, 5.267, 3.134)
P (3.318, -4.053, 4.626)
C (4.899, 0.157, -0.239)
C (0.711, -4.434, 4.180)
C (5.717, 2.666, -1.577)
C (5.517, -4.608, 5.772)
H (4.230, -4.715, -1.238)
C (-3.035, -1.780, -2.621)
C (-5.065, -0.945, -6.940)
C (0.718, -0.010, 6.813)
H (-3.638, -1.316, -3.401)
C (-4.419, 2.325, 0.622)
O (-2.379, -5.579, -2.367)
C (-2.168, -1.147, -6.277)
H (-0.279, 4.692, 1.727)
O (3.785, -2.581, 4.824)
H (-2.570, 1.393, 0.612)
C (-1.497, -3.764, 0.485)
C (-6.912, 0.272, 5.574)
H (1.664, -4.795, 0.411)
C (-4.455, -2.159, -6.197)
H (4.517, -0.829, 4.207)
C (-4.798, 1.566, -0.672)
C (-2.949, -2.343, -6.543)

For the HOMO energy, the calculation gives -10.6084 eV. As for the structure (SMILES): COP(=O)(OC)OC.COP(=O)(OC)OC.COP(=O)(OC)OC.COP(=O)(OC)OC.COP(=O)(OC)OC.CCCC#N.CCCC#N.CCCC#N.CCCC#N.CCCC#N.CCCC#N.CCCC#N.

Number 1: LUMO level -1.47 eV. Number 2: LUMO level 1.42 eV. Number 3: LUMO level 0.35 eV.